# 1
{
  "formula": "C21H39Cl24NO",
  "method": "the ωB97M-V functional and the def2-TZVPD basis",
  "symbols": ["Cl", "Cl", "Cl", "Cl", "Cl", "Cl", "Cl", "Cl", "Cl", "Cl", "Cl", "Cl", "Cl", "Cl", "Cl", "Cl", "Cl", "Cl", "Cl", "Cl", "Cl", "Cl", "Cl", "Cl", "O", "N", "C", "C", "C", "C", "C", "C", "C", "C", "C", "C", "C", "C", "C", "C", "C", "C", "C", "C", "C", "C", "C", "H", "H", "H", "H", "H", "H", "H", "H", "H", "H", "H", "H", "H", "H", "H", "H", "H", "H", "H", "H", "H", "H", "H", "H", "H", "H", "H", "H", "H", "H", "H", "H", "H", "H", "H", "H", "H", "H", "H"],
  "positions_angstrom": [[-3.27, -17.42, 20.15], [0.24, -12.91, 18.29], [-1.81, -13.38, 12.62], [-0.22, -23.89, 17.46], [-0.69, -23.64, 13.70], [-6.53, -16.77, 11.18], [-1.16, -16.68, 12.36], [4.84, -15.22, 13.64], [4.63, -17.08, 19.52], [-4.73, -17.55, 17.65], [-6.13, -18.15, 20.11], [3.45, -19.12, 16.91], [0.08, -21.96, 10.59], [-1.90, -15.90, 9.71], [4.36, -14.13, 16.83], [-4.07, -11.27, 15.81], [0.69, -21.67, 19.75], [0.52, -10.50, 20.63], [-4.11, -20.00, 19.11], [2.95, -18.00, 12.93], [-0.06, -18.02, 10.21], [0.77, -15.30, 10.80], [-5.18, -16.61, 14.41], [3.60, -20.14, 9.27], [-0.34, -19.17, 15.41], [-0.16, -16.94, 15.66], [3.30, -19.85, 10.99], [1.72, -12.41, 19.15], [-0.47, -21.87, 13.38], [5.13, -16.15, 15.14], [-1.55, -16.76, 15.97], [3.50, -18.40, 11.28], [4.60, -19.47, 18.18], [-0.55, -16.49, 10.72], [-5.48, -15.52, 11.94], [0.34, -18.14, 15.36], [-1.06, -22.36, 17.74], [-4.42, -16.12, 12.91], [-0.19, -21.25, 18.23], [-1.00, -21.45, 11.98], [-2.52, -12.85, 14.27], [0.60, -15.69, 15.55], [4.19, -18.84, 19.48], [1.81, -10.97, 19.49], [-4.54, -18.24, 19.29], [-3.43, -11.60, 14.22], [5.67, -15.18, 16.14], [-2.05, -16.39, 15.08], [6.17, -15.56, 17.03], [0.05, -14.91, 16.08], [4.18, -16.59, 15.46], [5.59, -19.12, 17.89], [3.13, -18.99, 19.67], [3.93, -20.52, 11.58], [-2.99, -13.70, 14.77], [2.58, -12.82, 18.62], [0.59, -21.64, 13.54], [-1.70, -16.09, 16.82], [-4.97, -15.04, 11.11], [-4.28, -11.84, 13.59], [1.65, -15.79, 15.83], [0.52, -21.09, 17.42], [-1.59, -12.71, 14.83], [-1.09, -20.37, 11.91], [-6.23, -14.92, 12.46], [2.82, -17.84, 10.64], [-0.81, -20.36, 18.38], [5.92, -16.82, 14.80], [-2.95, -10.72, 13.80], [2.77, -10.62, 19.88], [2.28, -20.21, 11.12], [1.44, -18.23, 15.29], [-3.96, -17.00, 12.47], [-0.94, -21.35, 14.21], [-3.74, -15.29, 13.13], [4.72, -20.56, 18.15], [-2.01, -21.82, 11.79], [-2.16, -17.63, 16.20], [-1.66, -22.03, 16.89], [4.53, -18.09, 11.09], [0.58, -15.47, 14.48], [1.76, -12.95, 20.09], [1.69, -10.40, 18.58], [-1.69, -22.59, 18.60], [4.74, -19.33, 20.28], [6.38, -14.52, 15.65]],
  "lowdin_charge": [0.5560, 0.5550, 0.4786, 0.5455, 0.5020, 0.5149, 0.5419, 0.5283, 0.5283, 0.4879, 0.5168, 0.6117, 0.5088, 0.5275, 0.5244, 0.5920, 0.5188, 0.5456, 0.4763, 0.5754, 0.6215, 0.5383, 0.5693, 0.5681, -0.0275, -0.1776, -0.6918, -0.6879, -0.6164, -0.6520, -0.0753, -0.6655, -0.6814, -2.0525, -0.6243, -0.3645, -0.6910, -0.7064, -0.6584, -0.5887, -0.5653, -0.0266, -0.6279, -0.6625, -1.9981, -0.6734, -0.6451, 0.0511, 0.0559, 0.0513, 0.0182, 0.0655, 0.0630, 0.0796, 0.0522, 0.0276, 0.0637, 0.0930, 0.0587, 0.0623, 0.0749, 0.0548, 0.0514, 0.0347, 0.0550, 0.0212, 0.0664, 0.0752, 0.0747, 0.0804, 0.0093, 0.0568, 0.0387, 0.0411, 0.0005, 0.0749, 0.0666, 0.0613, 0.0802, 0.0831, 0.0647, 0.0686, 0.0686, 0.0509, 0.0733, 0.0581],
  "homo_lumo_gap_ev": 9.594,
  "smiles": "ClC(Cl)(Cl)Cl.ClC(Cl)(Cl)Cl.CN(C)C=O.ClCCCl.ClCCCl.ClCCCl.ClCCCl.ClCCCl.ClCCCl.ClCCCl.ClCCCl",
  "mol_weight_da": 1172.421
}

# 2
{
  "formula": "C21H39Cl3N7O3ScSi",
  "method": "the ωB97M-V functional and the def2-TZVPD basis",
  "symbols": ["Sc", "Cl", "Cl", "Cl", "Si", "O", "O", "O", "N", "N", "N", "N", "N", "N", "N", "C", "C", "C", "C", "C", "C", "C", "C", "C", "C", "C", "C", "C", "C", "C", "C", "C", "C", "C", "C", "C", "H", "H", "H", "H", "H", "H", "H", "H", "H", "H", "H", "H", "H", "H", "H", "H", "H", "H", "H", "H", "H", "H", "H", "H", "H", "H", "H", "H", "H", "H", "H", "H", "H", "H", "H", "H", "H", "H", "H"],
  "positions_angstrom": [[1.10, -0.54, 1.04], [1.13, -0.19, -1.28], [2.70, -2.22, 1.29], [2.19, 1.64, 1.30], [3.39, -0.39, -2.23], [-0.23, -2.51, -0.01], [1.25, -0.40, 3.25], [0.08, 0.12, -3.83], [-1.07, -0.06, 1.37], [-2.47, 2.59, 3.09], [-2.14, 1.38, 2.48], [-2.94, 0.29, 2.54], [3.28, -0.39, 4.36], [-0.93, -2.83, -2.21], [-1.05, 1.25, 1.76], [-2.27, 0.55, -6.74], [2.23, 0.19, 3.80], [3.63, 0.53, -3.80], [4.40, 0.29, -0.77], [-2.22, -0.58, 1.83], [-1.91, 2.24, -1.58], [-3.10, 2.40, -0.90], [-1.95, 0.83, -5.31], [-1.71, 1.13, -2.40], [-2.13, -3.06, -3.00], [4.59, 0.28, 4.44], [3.94, -2.19, -2.25], [-3.84, 0.24, -1.70], [-1.05, -2.35, -0.94], [0.31, -3.38, -2.74], [-4.08, 1.40, -0.97], [-2.66, 0.10, -2.43], [-0.51, 1.23, -3.27], [0.31, 1.91, -5.61], [3.23, -1.76, 4.82], [-0.70, 1.14, -4.80], [3.42, -0.11, -4.67], [-2.97, 2.39, 3.95], [2.26, -2.19, 4.54], [5.38, -0.44, 4.17], [4.11, 1.31, -0.49], [0.68, 2.79, -5.06], [4.60, 1.13, 3.74], [-2.83, 1.00, -4.68], [-1.63, 3.14, 3.21], [4.78, 0.63, 5.47], [1.20, 1.30, -5.85], [-0.14, 2.22, -6.56], [-2.19, -2.36, -3.84], [3.14, -2.90, -2.52], [4.76, -2.28, -2.98], [-5.02, 1.52, -0.45], [-2.22, 1.40, -7.45], [4.28, -0.35, 0.12], [5.46, 0.29, -1.05], [0.01, -4.21, -3.39], [-4.59, -0.55, -1.74], [4.04, -2.34, 4.37], [0.95, -3.73, -1.93], [-1.99, -1.81, -0.80], [-1.64, -0.27, -7.12], [-1.14, 3.01, -1.62], [-2.52, -0.75, -3.10], [-2.55, -1.59, 1.64], [-3.27, 3.32, -0.36], [4.34, -2.48, -1.26], [4.70, 0.82, -3.83], [3.35, -1.79, 5.91], [-3.31, 0.18, -6.77], [0.84, -2.64, -3.35], [-3.01, -2.93, -2.35], [2.24, 1.28, 3.87], [-2.09, -4.07, -3.42], [3.00, 1.43, -3.85], [0.20, 1.98, -2.92]],
  "lowdin_charge": [0.2480, 0.4527, 0.0950, 0.0734, 0.5280, -0.1408, -0.2242, -0.1893, -0.0594, 0.1498, -0.2422, 0.1576, -0.1699, -0.1507, 0.1094, -0.1924, -0.3681, -0.1825, -0.2596, -0.1528, -0.0468, -0.1057, -0.2202, -0.1951, -0.0488, -0.0189, -0.1868, -0.0924, -0.3418, -0.0325, -0.1122, -0.0690, -0.3879, -0.0360, -0.0483, -0.4036, 0.0483, 0.1048, 0.0889, 0.1004, -0.0192, 0.0756, 0.0955, 0.0611, 0.1040, 0.0963, 0.0680, 0.0686, 0.0874, 0.0150, 0.0436, 0.0921, 0.0450, -0.0274, 0.0408, 0.0881, 0.0993, 0.0865, 0.0879, 0.1117, 0.0527, 0.1136, 0.0726, 0.1260, 0.0899, 0.0201, 0.0515, 0.0995, 0.0519, 0.0835, 0.0951, 0.1039, 0.0933, 0.0383, 0.1100],
  "homo_lumo_gap_ev": 3.679,
  "relative_energy_kj_mol": 474.07,
  "mol_weight_da": 616.990
}

# 3
{
  "formula": "C21H39N2O5P",
  "method": "the ωB97M-V functional and the def2-TZVPD basis",
  "symbols": ["P", "O", "O", "O", "O", "O", "N", "N", "C", "C", "C", "C", "C", "C", "C", "C", "C", "C", "C", "C", "C", "C", "C", "C", "C", "C", "C", "C", "C", "H", "H", "H", "H", "H", "H", "H", "H", "H", "H", "H", "H", "H", "H", "H", "H", "H", "H", "H", "H", "H", "H", "H", "H", "H", "H", "H", "H", "H", "H", "H", "H", "H", "H", "H", "H", "H", "H", "H"],
  "positions_angstrom": [[6.07, -2.86, 4.01], [0.20, 5.72, -6.32], [4.62, -5.23, 4.66], [-0.42, 2.72, -2.99], [-1.84, -1.41, 2.58], [-2.43, -0.06, -1.70], [-1.06, 2.88, -5.92], [-4.07, -0.20, 0.97], [-1.39, -0.51, -0.84], [-0.46, 1.61, -3.88], [5.60, -4.68, 3.73], [-3.24, -1.67, 2.78], [3.55, -4.28, 4.88], [-1.71, 3.14, -2.55], [-3.99, -1.58, 1.46], [0.36, 5.62, -4.92], [3.55, -3.56, 6.30], [2.50, -3.97, 3.73], [-0.62, 3.53, -7.15], [1.39, -2.89, 4.06], [6.79, -2.63, 5.77], [7.05, -2.53, 7.07], [-3.68, -0.71, -1.51], [2.44, -2.48, 6.58], [-4.55, -0.09, -0.41], [0.54, 4.54, -7.05], [-1.41, -0.19, 3.16], [-0.04, 2.03, -5.29], [1.35, -2.12, 5.47], [-3.48, -2.23, 0.74], [-1.82, 0.66, 2.61], [4.36, -3.86, 7.07], [-3.68, -1.01, 3.54], [2.50, -4.48, 2.69], [-1.33, 3.61, -5.26], [-0.32, -0.15, 3.09], [4.90, -2.00, 3.98], [1.46, 4.09, -6.66], [-2.27, 2.29, -2.14], [0.59, -1.31, 5.74], [0.61, -2.63, 3.24], [0.11, 1.14, -5.91], [-1.36, 0.10, 0.07], [-0.44, -0.38, -1.36], [-3.55, -1.79, -1.39], [-1.49, 4.05, -7.56], [1.17, 4.94, -4.63], [0.27, 0.88, -3.51], [-2.27, 3.60, -3.37], [-4.64, 0.98, -0.61], [7.39, -2.44, 8.15], [0.59, 6.62, -4.53], [5.30, -4.82, 2.62], [-1.50, -1.57, -0.58], [6.58, -5.30, 3.88], [-5.01, -1.97, 1.59], [-4.22, -0.58, -2.46], [-1.57, 3.88, -1.77], [-0.35, 2.75, -7.88], [-0.58, 5.31, -4.46], [0.91, 2.56, -5.21], [-1.44, 1.11, -3.89], [-1.70, -0.12, 4.21], [-3.14, 0.21, 1.02], [0.77, 4.87, -8.06], [-3.31, -2.69, 3.16], [-5.56, -0.51, -0.46], [2.47, -1.97, 7.62]],
  "lowdin_charge": [0.8376, -0.1822, -0.2164, -0.1938, -0.2133, -0.2119, -0.0542, -0.0538, -0.0849, -0.2097, -0.4170, -0.2023, -0.2511, -0.1073, -0.2070, -0.1007, -0.0189, -0.0109, -0.1980, -0.0521, -0.3570, -0.0067, -0.2068, -0.0649, -0.1932, -0.2193, -0.1174, -0.2068, -0.0623, 0.1009, 0.0771, 0.0961, 0.1226, 0.1017, 0.0661, 0.0839, -0.0502, 0.1077, 0.0684, 0.0714, 0.0751, 0.1213, 0.0742, 0.0847, 0.1098, 0.1169, 0.0889, 0.1140, 0.0767, 0.1166, 0.0386, 0.0879, 0.0984, 0.0911, 0.1076, 0.1226, 0.1214, 0.0900, 0.1154, 0.0690, 0.1004, 0.1166, 0.0871, 0.0660, 0.1179, 0.1209, 0.1176, 0.0902],
  "homo_lumo_gap_ev": 8.897,
  "smiles": "C#CPCOc1ccccc1.COCCNCCOC.COCCNCCOC",
  "mol_weight_da": 430.526
}